[1]
80
Properties=species:S:1:pos:R:3:mulliken_charge:R:1 method="wB97M-V/def2-TZVPD" total_charge=-2 e_homo_ev="-1.49 / -1.52" total_energy_ev=-91366.4896 largest_force_ha_per_bohr=0.0292 de_lowest_kj_mol=47.02 gap_ev="6.05 / 6.08" multiplicity=2
Ti -0.5367 0.2152 -1.2722 -0.72
O -5.2194 0.9475 1.2823 -0.74
C -4.8304 2.2078 1.0111 0.43
C -5.5546 3.2550 1.5812 -0.65
C -5.1851 4.5680 1.3481 -0.28
C -4.0904 4.8627 0.5428 -0.82
C -3.3771 3.8251 -0.0319 -0.63
C -3.7344 2.4978 0.1824 0.31
C -2.9349 1.4300 -0.4723 0.97
O -2.0547 1.7464 -1.3373 -0.96
N -3.2341 0.1867 -0.1415 -0.82
N -2.4062 -0.6558 -0.8675 0.75
C -2.8747 -1.7622 -1.2972 -0.75
C -2.2076 -2.5385 -2.3169 0.78
C -2.6567 -3.8364 -2.5869 -0.66
C -2.1736 -4.5663 -3.6506 -0.68
C -1.2358 -3.9669 -4.4996 -0.36
C -0.7952 -2.6832 -4.2765 -0.52
C -1.2428 -1.9303 -3.1669 0.57
O -0.8042 -0.7215 -2.9827 -0.46
H -4.5583 0.3494 0.8385 0.63
H -6.3969 3.0077 2.2156 0.40
H -5.7524 5.3693 1.8092 0.35
H -3.7807 5.8874 0.3824 0.39
H -2.5071 4.0140 -0.6466 0.60
H -3.8687 -2.0730 -0.9699 0.31
H -3.4051 -4.2677 -1.9289 0.35
H -2.5171 -5.5773 -3.8296 0.36
H -0.8470 -4.5223 -5.3465 0.34
H -0.0565 -2.2177 -4.9164 0.43
S 2.1262 1.0118 -2.4127 -0.54
C 3.1103 1.3283 -0.9974 -0.01
C 3.3926 2.6358 -0.5699 -0.12
C 4.2348 2.8859 0.5047 -0.67
C 4.8334 1.8386 1.1955 -0.45
C 4.5592 0.5355 0.7927 -0.47
C 3.7140 0.2857 -0.2757 -0.05
H 2.9344 3.4602 -1.1022 0.33
H 4.4203 3.9120 0.8071 0.32
H 5.4881 2.0330 2.0379 0.33
H 4.9906 -0.3005 1.3343 0.32
H 3.4786 -0.7300 -0.5640 0.28
C -0.3090 5.3403 0.9523 -0.50
C -0.5546 4.4955 2.0286 -0.67
C -0.4441 3.1226 1.8920 -0.14
C -0.0698 2.5337 0.6689 0.02
C 0.1718 3.3987 -0.4076 -0.43
C 0.0498 4.7714 -0.2642 -0.97
N 0.0132 1.1461 0.5107 1.42
C 0.3853 0.4334 1.6620 -0.78
C -0.3303 -0.6922 2.0810 -0.11
C 0.0683 -1.4235 3.1894 -0.55
C 1.1852 -1.0491 3.9236 -0.65
C 1.9025 0.0729 3.5205 -0.66
C 1.5117 0.8008 2.4113 0.19
H -0.4020 6.4152 1.0584 0.39
H -0.8575 4.9089 2.9851 0.34
H -0.6541 2.4814 2.7388 0.41
H 0.4966 2.9740 -1.3516 0.20
H 0.2517 5.4060 -1.1212 0.37
H -1.2032 -0.9967 1.5201 0.20
H -0.5026 -2.2998 3.4770 0.36
H 1.4987 -1.6257 4.7866 0.32
H 2.7963 0.3716 4.0581 0.36
H 2.1028 1.6470 2.0822 0.49
C 1.2028 -5.6049 -0.4451 -1.02
Si 2.2644 -4.0492 -0.5051 -0.20
C 3.3237 -4.1116 -2.0581 -1.04
C 3.4041 -4.0545 0.9940 -0.94
C 1.2315 -2.5808 -0.5254 0.15
C 0.5834 -1.5596 -0.7244 0.70
H 1.8105 -6.5141 -0.4894 0.29
H 0.5068 -5.6083 -1.2875 0.25
H 0.6115 -5.6285 0.4734 0.27
H 4.1716 -4.7957 -1.9552 0.32
H 3.7019 -3.1109 -2.2782 0.32
H 2.7243 -4.4292 -2.9149 0.28
H 3.9007 -5.0212 1.1230 0.31
H 2.8388 -3.8253 1.8999 0.28
H 4.1734 -3.2857 0.8847 0.21


[2]
20
Properties=species:S:1:pos:R:3:mulliken_charge:R:1 method="wB97M-V/def2-TZVPD" total_charge=+1 e_homo_ev="-10.74 / -10.73" total_energy_ev=-78391.6825 largest_force_ha_per_bohr=0.0864 de_lowest_kj_mol=453.68 gap_ev="6.14 / 6.13"
C -0.0967 0.8494 1.9787 -0.75
C 1.2836 0.4565 0.0599 -0.75
C -1.3780 -0.5363 -1.2046 0.02
C 1.0851 2.6639 0.9673 -1.08
C -0.4165 -2.8082 -1.5982 -0.79
N 0.8257 1.1435 1.0577 0.14
N -1.1300 -1.7733 -0.8059 -0.07
Br -2.2449 0.6443 -0.1120 0.08
H -0.3906 1.4599 2.7317 0.31
H -0.1749 -0.1756 2.1655 0.39
H 1.8559 0.9689 -0.7032 0.25
H 0.8214 -0.5143 -0.0572 0.54
H -1.0254 -0.2885 -2.3200 0.34
H 0.9610 3.0142 1.9622 0.37
H 2.0638 2.8497 0.7022 0.45
H 0.3031 3.1566 0.3979 0.33
H 0.0938 -3.4568 -0.8207 0.31
H -1.2270 -3.2929 -2.1685 0.36
H 0.2561 -2.3141 -2.2926 0.32
H -1.4655 -2.0468 0.0597 0.24


[3]
17
Properties=species:S:1:pos:R:3:mulliken_charge:R:1 method="wB97M-V/def2-TZVPD" e_homo_ev=-10.03 total_energy_ev=-7862.6593 largest_force_ha_per_bohr=0.1707 de_lowest_kj_mol=182.77 smiles="CC(N)=O.CC" gap_ev=10.88
C 0.2469 0.7236 -2.8110 -0.76
C 0.6134 -0.5890 -1.8980 -0.78
H -0.3526 1.5372 -2.2891 0.23
H 1.3450 0.9899 -3.1525 0.20
H -0.2121 0.6773 -3.8204 0.31
H 1.3716 -0.4073 -1.0976 0.19
H 1.0305 -1.2355 -2.6368 0.37
H -0.1476 -1.0256 -1.2685 0.29
C 0.4985 -0.5869 2.3271 -1.03
C -0.3469 -0.1818 1.1813 0.60
O -0.9450 -0.8516 0.4891 -0.52
N -0.3771 1.2476 1.0782 -0.39
H 1.2599 -1.3907 1.9874 0.23
H -0.2749 -0.9773 3.0259 0.25
H -1.2813 1.6697 0.8321 0.22
H 0.3364 1.9040 1.3659 0.18
H 1.0536 0.1422 2.7972 0.43


[4]
19
Properties=species:S:1:pos:R:3:mulliken_charge:R:1 method="wB97M-V/def2-TZVPD" e_homo_ev=-8.50 total_energy_ev=-21774.8889 largest_force_ha_per_bohr=0.1123 de_lowest_kj_mol=188.35 gap_ev=9.26
C 1.3512 -0.7476 -0.5746 -0.71
C 2.6300 -0.2959 -0.3615 -0.57
C 1.2845 1.1029 0.7494 -1.06
C 0.5064 0.1056 0.2031 -0.29
C -1.6608 -1.0244 0.7038 -0.30
C -1.7736 -0.2616 -1.0923 -0.46
C -1.0512 0.1630 0.0917 1.47
N 2.5823 0.8400 0.3302 0.01
O -2.3358 -1.3575 -0.4660 -0.40
S -1.3853 1.7997 0.7422 -0.34
H 1.0017 -1.7465 -0.9937 0.33
H 3.6304 -0.6135 -0.6483 0.40
H 0.9567 1.9582 1.2167 0.56
H -0.7939 -1.7951 0.9412 0.23
H -2.2009 -1.1033 1.6834 0.26
H -2.4926 0.5324 -1.4342 0.21
H -1.0887 -0.4571 -1.9335 0.29
H 3.5142 1.1776 0.5297 0.22
H -2.6744 1.7231 0.3126 0.14


[5]
19
Properties=species:S:1:pos:R:3:mulliken_charge:R:1 method="wB97M-V/def2-TZVPD" e_homo_ev=-8.90 total_energy_ev=-9369.5744 largest_force_ha_per_bohr=0.0360 de_lowest_kj_mol=156.24 smiles=NCNCCCO gap_ev=9.70
C 0.4289 -0.3123 0.4318 -0.36
C 0.8274 -1.1962 -0.7374 -0.62
C -0.3086 -1.5037 -1.6980 -0.58
O -1.1248 -2.5600 -1.2144 -0.54
N 0.9649 0.9945 0.3636 -0.35
C 0.3718 2.0171 1.2471 -0.65
N -1.0498 2.0071 1.4908 -0.60
H 0.7018 -0.7675 1.3834 0.27
H -0.6774 -0.3916 0.4693 0.20
H 1.6803 -0.7776 -1.2661 0.41
H 1.1820 -2.1731 -0.4426 0.29
H -0.9008 -0.6127 -1.8477 0.32
H 0.0392 -1.8475 -2.6645 0.35
H -1.7701 -2.2748 -0.5419 0.31
H 0.9939 1.3212 -0.5946 0.27
H 0.6803 2.9677 0.8277 0.41
H 0.8509 1.9183 2.2153 0.35
H -1.5521 2.0259 0.6063 0.24
H -1.3376 1.1651 1.9719 0.29


[6]
30
Properties=species:S:1:pos:R:3:mulliken_charge:R:1 method="wB97M-V/def2-TZVPD" e_homo_ev=-10.06 total_energy_ev=-16755.7348 largest_force_ha_per_bohr=0.0565 de_lowest_kj_mol=146.10 smiles=CCO.CCO.O.O.O.O gap_ev=10.41
O 6.1738 -0.8435 4.2022 -0.64
H 6.3576 -1.1083 5.1035 0.32
H 5.2752 -0.5147 4.2272 0.32
O 0.0485 -6.0405 -2.0743 -0.64
H 0.6694 -5.7509 -1.4059 0.32
H 0.1525 -6.9917 -2.1024 0.32
O 2.7266 -6.9828 2.5588 -0.64
H 3.2725 -7.4603 3.1834 0.32
H 1.9245 -6.7859 3.0426 0.32
O -1.9226 -4.8894 4.8450 -0.64
H -2.1815 -4.6224 5.7270 0.32
H -2.6496 -4.6125 4.2873 0.32
C 1.0178 1.1018 0.7148 -1.03
C 0.8800 -0.3285 1.3753 -0.17
O 1.0323 -0.2405 2.7892 -0.53
H 2.0311 1.5022 0.7479 0.27
H 0.4579 1.9030 1.1973 0.31
H 0.5571 1.0307 -0.2704 0.33
H 1.5214 -1.1018 0.9523 0.29
H -0.1323 -0.5713 1.0523 0.23
H 0.6592 -1.0252 3.1973 0.29
C -3.0778 5.3100 -4.0501 -1.01
C -2.9645 6.5014 -5.0369 -0.18
O -3.4600 6.2849 -6.2970 -0.52
H -4.1257 5.0419 -3.9150 0.28
H -2.6782 5.4600 -3.0472 0.33
H -2.4568 4.4887 -4.4078 0.27
H -1.9305 6.7416 -5.2845 0.24
H -3.5452 7.3437 -4.6610 0.27
H -3.6326 7.1605 -6.6507 0.32


What did the sixth record say?
30
Properties=species:S:1:pos:R:3:mulliken_charge:R:1 method="wB97M-V/def2-TZVPD" e_homo_ev=-10.06 total_energy_ev=-16755.7348 largest_force_ha_per_bohr=0.0565 de_lowest_kj_mol=146.10 smiles=CCO.CCO.O.O.O.O gap_ev=10.41
O 6.1738 -0.8435 4.2022 -0.64
H 6.3576 -1.1083 5.1035 0.32
H 5.2752 -0.5147 4.2272 0.32
O 0.0485 -6.0405 -2.0743 -0.64
H 0.6694 -5.7509 -1.4059 0.32
H 0.1525 -6.9917 -2.1024 0.32
O 2.7266 -6.9828 2.5588 -0.64
H 3.2725 -7.4603 3.1834 0.32
H 1.9245 -6.7859 3.0426 0.32
O -1.9226 -4.8894 4.8450 -0.64
H -2.1815 -4.6224 5.7270 0.32
H -2.6496 -4.6125 4.2873 0.32
C 1.0178 1.1018 0.7148 -1.03
C 0.8800 -0.3285 1.3753 -0.17
O 1.0323 -0.2405 2.7892 -0.53
H 2.0311 1.5022 0.7479 0.27
H 0.4579 1.9030 1.1973 0.31
H 0.5571 1.0307 -0.2704 0.33
H 1.5214 -1.1018 0.9523 0.29
H -0.1323 -0.5713 1.0523 0.23
H 0.6592 -1.0252 3.1973 0.29
C -3.0778 5.3100 -4.0501 -1.01
C -2.9645 6.5014 -5.0369 -0.18
O -3.4600 6.2849 -6.2970 -0.52
H -4.1257 5.0419 -3.9150 0.28
H -2.6782 5.4600 -3.0472 0.33
H -2.4568 4.4887 -4.4078 0.27
H -1.9305 6.7416 -5.2845 0.24
H -3.5452 7.3437 -4.6610 0.27
H -3.6326 7.1605 -6.6507 0.32


Please write out number 4 again, unchanged.
19
Properties=species:S:1:pos:R:3:mulliken_charge:R:1 method="wB97M-V/def2-TZVPD" e_homo_ev=-8.50 total_energy_ev=-21774.8889 largest_force_ha_per_bohr=0.1123 de_lowest_kj_mol=188.35 gap_ev=9.26
C 1.3512 -0.7476 -0.5746 -0.71
C 2.6300 -0.2959 -0.3615 -0.57
C 1.2845 1.1029 0.7494 -1.06
C 0.5064 0.1056 0.2031 -0.29
C -1.6608 -1.0244 0.7038 -0.30
C -1.7736 -0.2616 -1.0923 -0.46
C -1.0512 0.1630 0.0917 1.47
N 2.5823 0.8400 0.3302 0.01
O -2.3358 -1.3575 -0.4660 -0.40
S -1.3853 1.7997 0.7422 -0.34
H 1.0017 -1.7465 -0.9937 0.33
H 3.6304 -0.6135 -0.6483 0.40
H 0.9567 1.9582 1.2167 0.56
H -0.7939 -1.7951 0.9412 0.23
H -2.2009 -1.1033 1.6834 0.26
H -2.4926 0.5324 -1.4342 0.21
H -1.0887 -0.4571 -1.9335 0.29
H 3.5142 1.1776 0.5297 0.22
H -2.6744 1.7231 0.3126 0.14